A 2-piece molecular cluster, C5H12N2 overall at a distorted geometry. Source: OMol25; level of theory: ωB97M-V/def2-TZVPD.

**SMILES string**: [H]/N=C/C.C=CNC
**E_tot**: -8358.63343 eV

The geometry in XYZ format:
```
19
Properties=species:S:1:pos:R:3:forces:R:3:nbo_charge:R:1
H 1.4251 2.8728 -0.4718 -0.301 0.197 -0.055 0.347
N 0.9418 2.2798 0.1975 1.001 -0.313 -0.013 -0.663
C -0.2797 2.5116 0.3559 -0.612 0.402 -0.002 0.171
C -1.0952 1.7101 1.3035 -0.124 -0.178 -0.041 -0.678
H -0.8312 3.3041 -0.1709 0.202 -0.030 -0.069 0.147
H -1.7961 1.0950 0.7320 -0.029 0.008 0.098 0.240
H -0.4595 1.0598 1.8992 -0.022 -0.004 0.021 0.225
H -1.6695 2.3693 1.9507 -0.098 0.029 0.085 0.222
C -0.1537 -2.9557 0.1755 0.030 -0.214 -0.036 -0.568
C 0.2292 -1.7326 0.5389 -0.085 0.226 -0.040 0.022
N 0.4883 -0.6709 -0.2889 0.190 0.065 0.102 -0.627
C 0.6115 -0.8460 -1.7109 -0.018 -0.130 0.054 -0.413
H -0.3908 -3.6958 0.9169 -0.018 -0.071 0.204 0.204
H -0.2353 -3.2625 -0.8511 -0.005 0.000 -0.269 0.191
H 0.3001 -1.4813 1.5898 0.040 0.001 0.085 0.188
H 1.0113 0.0988 0.1025 -0.093 0.004 0.007 0.413
H 1.4447 -1.5067 -1.9866 -0.059 -0.011 -0.013 0.180
H 0.7685 0.1269 -2.1724 -0.007 0.005 -0.032 0.202
H -0.3093 -1.2766 -2.1097 0.009 0.013 -0.085 0.194
```
Forces are in eV/Å.

A 2-piece molecular cluster, C8H14O6 overall at a distorted geometry. Source: OMol25; level of theory: ωB97M-V/def2-TZVPD.

**SMILES string**: O=CC[C@H](O)OC=O.CCOC(C)=O
**E_tot**: -20806.63369 eV

The geometry in XYZ format:
```
28
Properties=species:S:1:pos:R:3:forces:R:3:nbo_charge:R:1
O 1.7639 -0.4358 0.1602 -1.211 3.389 -0.118 -0.500
C 2.1473 -1.5359 0.1738 0.982 -2.500 0.117 0.452
C 1.6132 -2.6310 -0.7010 0.211 -0.277 0.070 -0.574
C 0.9033 -3.6693 0.1830 0.581 -0.078 0.104 0.386
O 1.4246 -4.9427 0.0675 0.159 -0.533 -0.135 -0.684
O -0.4751 -3.8041 -0.0991 0.627 0.109 -0.128 -0.493
C -1.1822 -2.6612 -0.0454 3.392 -0.277 1.425 0.636
O -2.2810 -2.6427 -0.3570 -5.150 0.241 -1.559 -0.517
H 2.9319 -1.8249 0.8950 0.180 -0.317 0.083 0.105
H 0.9943 -2.2400 -1.4919 -0.384 0.204 -0.132 0.247
H 2.4699 -3.0830 -1.1858 0.277 -0.280 -0.150 0.226
H 1.0417 -3.3815 1.2242 -0.356 0.208 0.366 0.140
H 2.2533 -4.9171 -0.4154 -0.049 -0.090 -0.080 0.477
H -0.6964 -1.7766 0.3619 0.751 0.204 0.148 0.101
C -1.0096 3.2411 1.7758 0.144 -0.015 -0.063 -0.637
C -2.0023 3.1525 0.6346 0.059 -0.082 0.217 -0.068
O -1.5273 3.8196 -0.5356 -0.217 0.190 -0.148 -0.508
C -0.7186 3.2365 -1.4449 0.271 -0.174 0.018 0.796
C -0.0560 1.9208 -1.1067 -0.370 -0.221 -0.076 -0.740
O -0.4944 3.8070 -2.4759 -0.087 0.082 0.052 -0.570
H -0.0707 2.7439 1.5300 -0.035 -0.066 0.014 0.210
H -1.4187 2.7770 2.6739 -0.019 0.015 -0.003 0.217
H -0.7777 4.2838 1.9928 -0.069 0.009 0.020 0.220
H -2.2820 2.1228 0.4065 0.061 -0.008 -0.015 0.175
H -2.9203 3.6710 0.9072 0.007 0.070 -0.112 0.197
H 0.9314 2.1187 -0.6943 0.007 -0.021 0.028 0.251
H 0.0544 1.3477 -2.0240 0.132 0.136 -0.061 0.243
H -0.6171 1.3034 -0.4094 0.105 0.079 0.115 0.215
```
Forces are in eV/Å.

One molecule with the formula C2H5N3OS at a distorted geometry. Source: OMol25; level of theory: ωB97M-V/def2-TZVPD.

**SMILES string**: C=NSC(=O)NN
**E_tot**: -19506.26878 eV

The geometry in XYZ format:
```
12
Properties=species:S:1:pos:R:3:forces:R:3:nbo_charge:R:1
C -2.7616 0.2092 -0.0062 0.269 -0.658 0.882 -0.053
N -2.0691 -0.8680 0.0275 -0.695 0.993 -0.413 -0.574
S -0.4290 -1.0526 -0.1414 0.288 -0.166 0.065 0.361
C 0.4340 0.5458 -0.0932 -1.391 -0.212 -0.112 0.492
O -0.1260 1.6249 -0.1954 0.569 -0.594 0.247 -0.619
N 1.7444 0.3566 0.1362 0.822 2.554 0.001 -0.473
N 2.5345 -0.7573 -0.1287 0.179 -0.072 1.436 -0.604
H -2.3736 1.2242 -0.0408 0.152 -0.162 -0.297 0.200
H -3.8281 0.0740 0.1998 0.195 0.008 -0.293 0.175
H 2.2838 1.2190 0.1452 -0.259 -0.157 -0.147 0.391
H 2.6058 -1.2175 0.7753 0.361 -0.391 -0.118 0.352
H 1.9851 -1.3582 -0.6784 -0.490 -1.143 -1.251 0.352
```
Forces are in eV/Å.

C3H10N2 as an isolated structure at a distorted geometry. Source: OMol25; level of theory: ωB97M-V/def2-TZVPD.

**E_tot**: -6249.76825 eV

The geometry in XYZ format:
```
15
Properties=species:S:1:pos:R:3:forces:R:3:nbo_charge:R:1
N 0.3606 1.0960 1.3853 -1.238 0.596 -2.476 -0.830
C -0.3145 1.3133 -0.2412 3.909 -1.121 -2.960 -0.341
C -0.2134 -0.0106 -1.0455 -1.567 -1.474 1.149 -0.427
C 0.5494 -1.1750 -0.4147 0.784 0.726 0.714 -0.211
N 0.0737 -1.6771 0.8514 -0.915 -1.035 -0.249 -0.843
H 0.4151 2.1010 1.5478 -0.277 -0.033 0.488 0.339
H 0.3099 -1.1015 1.6190 0.344 0.749 0.596 0.380
H -1.2706 1.7580 -0.5385 0.163 0.489 1.244 0.219
H -0.6085 0.9000 1.0393 -1.280 -0.583 3.285 0.363
H 0.1527 0.0552 -2.0614 0.060 0.765 -0.267 0.219
H -1.2257 -0.4325 -1.1072 -0.151 0.232 -0.378 0.180
H 0.5814 -2.0151 -1.0988 0.106 0.015 -0.424 0.187
H 1.5632 -0.8135 -0.2278 0.188 -0.337 -0.137 0.195
H 0.5597 1.8312 -0.5954 -0.385 1.051 -0.370 0.230
H -0.9330 -1.8292 0.8877 0.260 -0.042 -0.217 0.340
```
Forces are in eV/Å.

One molecule with the formula C5H9B at a distorted geometry. Source: OMol25; level of theory: ωB97M-V/def2-TZVPD.

**SMILES string**: CB1C=CCC1
**E_tot**: -6005.46780 eV

The geometry in XYZ format:
```
15
Properties=species:S:1:pos:R:3:forces:R:3:nbo_charge:R:1
C 2.3304 0.2421 -0.0263 -3.947 -1.765 -1.167 -0.979
B 0.6922 0.2428 0.0705 0.487 -1.066 1.334 0.781
C -0.2575 1.4840 -0.2506 -1.606 -6.572 1.907 -0.598
C -1.5042 0.8609 -0.1822 0.319 2.592 -1.733 -0.039
C -1.6453 -0.6102 0.0862 -0.389 -0.060 -1.425 -0.469
C -0.3028 -1.2365 0.5155 0.504 3.464 -1.888 -0.688
H 2.6004 1.1981 -0.2636 1.230 2.366 -0.815 0.216
H 2.4995 -0.4753 -0.8341 0.383 0.193 -0.254 0.236
H 2.8355 -0.1233 0.7971 0.918 -0.737 1.887 0.235
H -0.0267 2.4741 -0.3209 0.246 2.480 -0.715 0.222
H -2.4180 1.4167 -0.5990 0.983 -0.770 1.093 0.194
H -1.7741 -1.0348 -0.9511 -0.613 0.334 0.841 0.221
H -2.5920 -0.7850 0.6318 0.614 -0.226 -0.014 0.219
H -0.2971 -1.6074 1.5158 0.334 0.001 0.753 0.228
H -0.1403 -2.0464 -0.1890 0.539 -0.236 0.196 0.218
```
Forces are in eV/Å.

C11H19AsCl3GeIN3S2V as an isolated structure at a distorted geometry. Source: OMol25; level of theory: ωB97M-V/def2-TZVPD.

**Total charge**: +3
**Spin multiplicity**: 2
**E_tot**: -226544.04280 eV

The geometry in XYZ format:
```
42
Properties=species:S:1:pos:R:3:forces:R:3:mulliken_spin:R:1
V -0.5230 -0.1709 0.8967 0.020 0.220 -1.529 0.799
S 0.3938 -1.1987 -1.0389 0.276 -0.153 0.611 0.044
C 1.7632 -2.2869 -0.8037 -0.493 -0.128 0.141 0.005
N 2.2229 -2.7897 0.3204 0.112 -0.033 -0.135 0.003
C 3.3505 -3.7179 0.0742 0.012 0.037 0.078 0.000
C 3.4792 -3.6859 -1.4655 0.025 -0.005 -0.072 -0.001
N 2.4289 -2.7199 -1.8516 0.031 0.011 0.117 0.007
H 1.7955 -2.6299 1.2164 -0.008 -0.021 0.036 0.001
H 3.1039 -4.7078 0.4521 0.007 0.014 -0.007 0.000
H 4.2442 -3.3543 0.5765 0.000 -0.023 -0.015 0.000
H 3.2794 -4.6519 -1.9250 0.000 0.020 0.012 0.000
H 4.4515 -3.3287 -1.7974 -0.014 -0.008 0.010 0.000
H 2.2240 -2.4489 -2.8011 -0.005 -0.006 -0.019 -0.001
I -4.3840 -4.4844 -0.4536 0.009 0.012 0.005 -0.001
C -4.0436 -2.4790 -0.0732 0.008 0.073 0.011 -0.006
C -5.0790 -1.5455 -0.0661 0.047 -0.006 -0.002 0.008
C -4.7873 -0.2140 0.1948 0.053 -0.080 -0.008 -0.004
C -3.4834 0.1532 0.4439 -0.060 0.245 0.058 0.013
N -2.4754 -0.7406 0.4410 0.320 0.090 0.164 -0.028
C -2.7602 -2.0333 0.1870 0.044 -0.216 0.017 0.011
H -6.0981 -1.8550 -0.2589 -0.001 -0.002 -0.005 0.000
H -5.5678 0.5333 0.2082 0.012 0.018 0.006 0.000
H -3.2281 1.1813 0.6611 -0.001 -0.025 -0.026 -0.002
H -1.9341 -2.7304 0.1994 0.002 0.008 -0.021 0.000
Cl -0.3006 -2.0230 2.4967 -0.008 0.099 -0.135 -0.002
Ge 0.4448 -0.2076 3.8919 0.046 0.006 0.073 0.007
Cl -1.2915 1.0648 2.8249 0.054 -0.061 -0.082 0.002
Cl 1.6743 0.3962 1.8880 -0.112 -0.032 -0.071 -0.001
C 2.4271 3.0968 -0.8086 -0.009 0.067 0.026 0.003
As 0.5993 3.3947 -0.3256 -0.170 -0.223 0.060 0.015
C -0.2426 4.6156 -1.5338 0.000 0.016 -0.002 0.001
C 0.4381 3.9960 1.4820 0.023 0.058 -0.028 0.004
S -0.4933 1.4848 -0.7223 -0.242 0.075 0.714 0.118
H 2.9482 4.0509 -0.7062 0.007 -0.028 -0.006 0.001
H 2.4716 2.7615 -1.8433 -0.008 -0.006 0.020 0.001
H 2.8658 2.3612 -0.1379 0.002 0.008 -0.020 0.000
H 0.2793 5.5711 -1.4543 0.000 -0.022 -0.009 0.001
H -1.2874 4.7418 -1.2545 0.019 -0.012 -0.002 0.001
H -0.1615 4.2289 -2.5485 -0.001 0.012 0.013 -0.001
H 0.9243 4.9734 1.5206 -0.013 -0.016 0.053 0.001
H 0.9439 3.3015 2.1476 0.004 0.017 -0.008 0.000
H -0.6128 4.0973 1.7465 0.016 -0.001 -0.023 0.000
```
Forces are in eV/Å.

One molecule with the formula C3H4O3. Source: OMol25; level of theory: ωB97M-V/def2-TZVPD.

**E_tot**: -9313.59827 eV

The geometry in XYZ format:
```
10
Properties=species:S:1:pos:R:3:forces:R:3:nbo_charge:R:1
O 0.7519 -1.1437 -1.6046 0.159 -0.280 0.144 -0.670
C 0.7268 -0.1607 -0.6668 0.111 0.157 -0.010 0.320
C 0.1552 -0.3098 0.6445 -0.246 -0.230 -0.124 0.290
O 1.5320 -0.2499 0.5562 0.058 0.011 -0.174 -0.478
C -1.4331 1.2694 0.3451 0.019 0.117 0.522 0.087
O -0.5446 0.8085 1.1934 -0.262 0.216 -0.315 -0.472
H 0.2073 -1.8857 -1.3129 0.168 0.051 -0.081 0.482
H 0.7942 0.8273 -1.1103 -0.086 -0.150 0.055 0.189
H -0.2645 -1.2374 1.0338 -0.012 0.123 -0.066 0.174
H -1.9252 2.0818 0.9216 0.090 -0.015 0.051 0.079
```
Forces are in eV/Å.

A 3-piece molecular cluster, C3H13N2O3 overall at a distorted geometry. Source: OMol25; level of theory: ωB97M-V/def2-TZVPD.

**Total charge**: +1
**E_tot**: -12438.11306 eV

The geometry in XYZ format:
```
21
Properties=species:S:1:pos:R:3:forces:R:3:nbo_charge:R:1
N 0.6114 0.0464 1.2035 0.485 2.819 -3.774 -0.694
C 0.6634 -0.3628 -0.3391 -0.091 2.203 0.994 -0.154
C 1.6594 -1.4339 -0.5577 3.581 -1.331 -2.178 -0.699
C -0.7054 -0.7633 -0.7893 0.132 -0.026 -2.463 0.660
N -0.8349 -1.2315 -2.0730 -0.629 0.034 1.156 -0.804
O -1.6009 -0.4642 -0.0864 -3.104 0.239 1.961 -0.603
H 1.3114 0.8277 1.2297 -0.428 -1.116 0.388 0.441
H 0.9031 -0.7529 1.6589 0.611 -1.732 1.986 0.417
H -0.2913 0.4712 1.5554 0.086 -1.239 0.104 0.482
H 0.8189 0.6943 -0.7664 0.477 -1.929 -0.008 0.288
H 2.0571 -1.3343 -1.6949 -1.182 -0.649 2.480 0.264
H 1.4156 -2.5265 -0.2955 -0.442 1.761 -0.680 0.260
H 2.6444 -1.3242 -0.0402 -0.783 0.522 -0.092 0.251
H -1.6095 -1.6777 -2.5572 -0.311 0.519 0.996 0.434
H -0.0110 -1.3679 -2.5466 2.175 -0.430 -1.263 0.383
H -2.1279 -0.1176 2.9252 0.128 0.154 -0.166 0.509
H -2.1124 0.9073 1.8075 -1.902 0.837 -1.942 0.494
O -1.6041 0.5728 2.4955 1.218 -0.583 2.370 -0.938
H 0.8112 3.3822 -0.8789 0.742 -1.007 0.376 0.493
H 1.9524 3.4126 0.1011 0.130 -0.338 -0.099 0.490
O 1.4674 2.7741 -0.4460 -0.894 1.291 -0.146 -0.973
```
Forces are in eV/Å.

C22H20LiN7OTe as an isolated structure at a distorted geometry. Source: OMol25; level of theory: ωB97M-V/def2-TZVPD.

**E_tot**: -43113.33430 eV

The geometry in XYZ format:
```
52
Properties=species:S:1:pos:R:3:forces:R:3:nbo_charge:R:1
Li -0.4101 -2.7977 0.8014 0.418 0.258 0.723 0.847
C 3.6911 -1.9980 0.7770 -0.042 0.015 0.012 -0.233
C 2.3648 -2.1366 1.1543 0.359 0.090 0.116 0.032
N 1.3536 -1.7312 0.4001 -0.027 -0.510 -0.009 -0.495
C 1.6220 -1.1574 -0.7607 0.262 0.061 -0.295 0.048
C 2.9175 -0.9865 -1.2508 -0.059 -0.176 0.457 -0.037
C 3.9725 -1.4350 -0.4542 -0.333 0.054 0.049 -0.174
C 3.1857 -0.4618 -2.5891 -0.005 0.281 -0.370 -0.182
C 2.6702 0.6245 -3.1656 0.314 -0.456 -0.072 -0.200
C 1.7826 1.6156 -2.5658 -0.258 0.423 0.540 0.184
C 1.8785 2.0536 -1.2416 -0.099 0.057 -0.255 -0.286
C 1.0193 3.0695 -0.8593 0.199 -0.106 0.019 0.074
N 0.1352 3.6005 -1.6903 -0.069 0.335 -0.046 -0.449
C 0.1109 3.1043 -2.9133 -0.148 0.155 -0.033 0.254
N 0.8890 2.1592 -3.3955 0.233 -0.405 -0.382 -0.445
H 4.4784 -2.3397 1.4291 0.082 -0.040 0.070 0.226
H 2.0970 -2.5701 2.1064 0.033 -0.164 0.121 0.197
H 0.7660 -0.8292 -1.3352 -0.029 -0.030 -0.174 0.207
H 4.9929 -1.3213 -0.7934 0.054 -0.040 -0.041 0.223
H 3.8735 -1.0728 -3.1618 0.029 0.059 -0.154 0.219
H 2.8979 0.8337 -4.2024 0.058 -0.071 -0.066 0.234
H 2.6162 1.6545 -0.5659 0.053 -0.068 0.094 0.228
H 1.0361 3.5002 0.1322 0.087 -0.071 0.188 0.205
H -0.6153 3.5253 -3.5959 -0.080 0.066 -0.085 0.180
C -2.0985 1.0468 -0.0482 -0.148 -0.355 -0.160 -0.644
Te -1.1908 -0.1665 1.4934 -0.632 1.419 0.049 0.379
C -1.3113 1.6487 2.6736 0.035 -0.356 0.353 -0.604
C -1.6534 2.7535 1.7274 -0.012 0.037 -0.276 -0.092
C -1.6047 4.0756 2.1495 0.073 0.025 0.110 -0.202
C -1.9546 5.1022 1.2929 -0.024 0.078 0.072 -0.209
C -2.3706 4.8121 0.0045 -0.138 -0.047 -0.043 -0.199
C -2.4192 3.4980 -0.4198 -0.250 0.096 0.145 -0.187
C -2.0534 2.4630 0.4293 -0.012 0.159 0.187 0.031
H -3.1306 0.7392 -0.2280 0.108 -0.125 0.085 0.234
H -1.5581 0.9414 -0.9904 0.088 -0.094 0.077 0.227
H -0.3572 1.8335 3.1667 0.017 -0.121 -0.061 0.227
H -2.0748 1.5707 3.4487 0.019 -0.184 -0.054 0.229
H -1.2904 4.2930 3.1614 0.018 0.058 0.076 0.209
H -1.9164 6.1249 1.6387 0.023 0.082 -0.002 0.215
H -2.6524 5.6073 -0.6693 0.004 0.055 -0.056 0.216
H -2.7523 3.2636 -1.4190 0.015 0.002 -0.169 0.209
O -0.7262 -3.8432 -0.4796 -0.816 -1.394 -0.583 -0.690
N -1.4738 -4.6991 -1.0923 0.272 0.770 -0.298 0.085
C -1.9844 -5.7149 -0.4449 0.317 0.460 -0.017 -0.203
C -2.8536 -6.5940 -1.1219 -0.345 -0.341 -0.513 0.271
N -3.5826 -7.3339 -1.6099 -0.156 -0.169 -0.145 -0.310
C -1.7512 -5.9768 0.9221 0.602 0.379 0.889 0.299
N -1.4570 -6.0634 2.0324 -0.174 -0.278 -0.058 -0.383
N -0.6883 -3.4117 2.7963 0.231 0.067 -0.025 -1.126
H -0.2249 -4.3130 2.8752 -0.106 -0.028 -0.001 0.399
H -1.6769 -3.6386 2.7836 -0.038 -0.048 0.064 0.392
H -0.5177 -2.9221 3.6675 0.000 0.136 -0.055 0.371
```
Forces are in eV/Å.

E_tot of number 8 (C3H13N2O3)? -12438.11306 eV

The highest E_tot belongs to which entry? C5H9B

Which value of E_tot does entry 2 give? -20806.63369 eV

E_tot of number 6 (C11H19AsCl3GeIN3S2V)? -226544.04280 eV